The following is a quantum chemistry calculation of a molecular structure, C20H46N3OP2SZr in a non-equilibrium geometry, from the OMol25 dataset.

Last column: Löwdin charge in e.
Element x y z (Å)
H  1.708  -1.266  3.034  0.181
H  -1.724  2.997  -1.309  0.101
H  0.268  -1.686  -4.280  0.104
H  1.371  3.926  -1.664  0.114
C  0.943  -1.535  -3.417  -0.244
O  2.843  -0.530  0.167  0.230
H  -1.574  0.390  -1.158  -0.101
H  -2.108  -3.045  -0.391  0.069
H  -1.670  -2.868  -4.624  0.099
H  0.607  -2.684  4.631  0.114
C  0.719  2.272  -2.918  -0.196
H  -1.810  -4.501  -1.391  0.083
H  -1.929  0.846  3.094  0.168
H  1.727  0.235  -4.435  0.150
C  -2.343  2.846  0.741  -0.116
H  -0.348  -1.335  5.241  0.091
P  -0.005  -1.951  -1.855  0.883
H  -1.747  5.283  0.429  0.102
C  -1.611  -2.616  -2.461  -0.485
H  1.693  -5.324  -1.633  0.114
H  -0.247  2.744  -3.135  0.133
C  -1.320  3.278  -0.325  -0.491
H  2.835  1.503  1.585  0.087
H  1.322  0.763  2.136  -0.065
H  -0.040  5.041  0.005  0.074
Zr  -0.079  0.055  -0.836  0.812
H  2.306  2.424  -1.436  0.104
H  0.494  3.711  3.267  0.115
H  2.395  -0.026  -2.796  0.125
H  0.058  -4.989  -2.234  0.078
H  -1.891  -4.383  -3.708  0.115
C  1.049  -4.543  -2.075  -0.078
H  1.390  2.460  -3.767  0.144
H  -1.221  2.150  5.028  0.108
C  -1.013  1.069  4.994  -0.020
C  1.803  -0.289  -0.160  -0.372
C  1.293  2.824  -1.610  -0.270
C  -1.341  -3.427  -3.741  -0.095
H  -2.060  1.872  1.175  0.016
N  0.873  -0.895  3.548  0.022
H  1.984  -2.887  -1.042  0.107
S  -0.024  0.023  1.392  0.812
H  -0.784  2.711  2.559  0.038
C  -2.261  -3.494  -1.380  -0.090
H  1.773  -2.252  -3.532  0.112
C  0.014  0.022  2.970  -0.686
H  1.472  -4.281  -3.054  0.080
H  -2.287  -1.769  -2.696  0.116
H  -0.420  4.311  1.860  0.066
H  -0.375  -4.346  0.286  0.082
H  -3.339  2.746  0.288  0.108
C  1.907  1.746  2.068  -0.129
H  -0.275  -3.658  -3.862  0.045
H  -2.416  3.585  1.553  0.088
H  0.334  -2.836  0.906  0.032
H  -1.254  5.270  -1.277  0.103
C  1.068  2.802  1.369  -0.466
C  -1.066  4.806  -0.295  -0.073
H  -0.011  0.909  5.423  0.106
H  1.436  -1.372  5.532  0.119
C  1.485  -0.106  -3.412  -0.213
C  0.629  -1.599  4.813  -0.015
H  -3.345  -3.623  -1.547  0.115
H  2.072  2.004  3.118  0.119
C  0.022  3.420  2.314  -0.086
H  -0.443  0.601  -3.239  0.123
N  0.469  0.803  -2.819  -0.241
H  -1.779  0.538  5.586  0.116
P  0.230  2.296  -0.189  0.852
C  0.977  -3.334  -1.127  -0.505
C  0.533  -3.727  0.291  -0.096
H  1.768  3.598  1.047  0.139
N  -1.047  0.605  3.598  0.010
H  1.336  -4.307  0.780  0.107

Cartesian forces, eV/Å:
-1.26 0.94 0.31
0.14 0.02 0.25
0.30 0.15 0.41
0.09 -0.43 -0.08
0.08 -0.07 -0.38
1.22 -0.50 0.75
-5.98 1.80 -1.43
-0.31 -0.23 -0.01
0.06 -0.23 0.11
0.16 0.38 -0.12
0.01 0.30 -0.15
-0.21 0.47 0.13
1.48 -0.33 0.08
0.01 -0.21 0.40
-0.64 -0.33 0.05
0.48 -0.02 -0.25
1.99 -6.89 -4.05
0.28 -0.16 -0.34
-1.14 -0.19 -0.23
-0.21 0.38 -0.14
0.28 -0.05 -0.04
-0.53 0.30 -0.10
0.52 0.23 -0.11
3.32 2.92 -0.04
-0.16 0.20 -0.15
-4.53 1.02 1.63
-0.21 0.17 -0.02
-0.02 -0.03 -0.41
-0.18 0.00 -0.31
0.44 0.08 0.11
0.17 0.44 -0.02
0.19 -0.39 0.23
-0.17 0.06 0.22
0.00 -0.40 -0.14
0.00 -0.04 0.68
6.75 -0.63 0.48
0.19 0.75 0.04
0.02 -0.05 -0.62
-0.50 0.32 -0.18
-0.71 1.16 -0.42
-0.22 -0.13 -0.15
-3.87 -2.76 -3.56
0.56 0.50 -0.10
-0.07 -0.05 0.30
-0.33 0.30 0.02
-2.03 -3.13 6.94
-0.05 -0.20 0.31
0.43 -0.31 0.23
0.14 -0.28 0.45
0.39 0.21 0.03
0.32 -0.02 0.17
-0.40 -0.74 0.59
-0.65 -0.10 -0.20
-0.04 -0.38 -0.43
0.02 -0.26 -0.03
0.14 -0.21 0.36
0.53 1.08 0.13
0.01 0.26 -0.33
-0.51 0.02 -0.19
-0.47 -0.12 -0.26
0.42 0.22 -0.29
-0.01 -0.05 0.87
0.54 0.20 -0.06
0.27 0.27 -0.18
0.11 0.04 0.55
0.12 0.15 -0.50
-0.18 0.26 -0.55
0.40 0.25 -0.18
2.15 5.01 -0.33
0.31 -0.55 -0.02
0.04 -0.11 0.19
-0.32 -0.16 0.21
1.13 -0.34 0.10
-0.34 0.21 -0.27

Output
* gap between HOMO and LUMO: 0.224 Ha
* E_tot: -2155.822848 hartree
* charge: +3
* HOMO level: -17.53 eV